6 unconnected molecules or ions with the total composition C21H45NO15P, computed with ωB97M-V/def2-TZVPD.

```
83
Properties=species:S:1:pos:R:3:forces:R:3:lowdin_charge:R:1
P 1.211 1.619 -1.278 0.04 -0.69 0.19 0.99
O 5.979 -1.080 -1.155 -0.06 0.10 -0.07 -0.01
O -4.230 -0.884 2.426 -0.05 0.10 -0.08 0.02
O -6.255 -0.475 1.803 0.06 0.01 0.00 0.02
O 0.239 -2.712 2.121 0.03 -0.03 0.04 0.13
O 7.811 -0.449 -2.325 -0.13 0.04 -0.01 0.15
O -11.345 3.211 0.743 0.10 0.00 -0.02 0.00
O -4.565 0.605 0.756 0.02 -0.09 0.05 0.09
O 5.809 0.586 -2.526 -0.17 0.03 0.02 -0.03
O -9.269 3.665 0.348 0.03 -0.07 -0.01 -0.01
O 7.849 -4.840 4.092 -0.08 0.04 -0.05 0.00
O 6.120 -4.022 3.085 0.02 0.00 -0.04 0.00
O 2.387 -2.253 1.628 0.08 0.00 -0.02 0.00
O 1.963 -3.986 2.861 -0.38 0.34 -0.25 -0.02
O -10.578 5.280 1.241 0.05 -0.10 -0.05 0.13
O 5.801 -5.619 4.654 0.04 0.08 -0.08 0.13
N 1.238 2.774 -2.447 0.03 -0.70 0.05 -0.19
C 2.095 2.410 -3.624 0.54 0.80 0.03 -0.25
C 8.422 -5.733 5.051 0.19 -0.12 0.14 -0.04
C 1.903 -1.139 0.898 0.16 0.30 -0.12 -0.07
C -8.179 4.586 0.372 0.25 0.10 0.00 -0.05
C -7.190 0.213 0.965 -0.28 0.12 -0.15 -0.02
C -12.636 3.605 1.216 -0.26 -0.02 0.06 -0.04
C 1.017 -4.834 3.530 -0.08 -0.32 0.22 0.00
C -0.086 0.406 -1.468 1.43 -0.42 0.28 -0.31
C -4.983 -0.175 1.582 -0.10 -0.05 0.01 -0.62
C 6.761 -2.112 -0.533 0.07 -0.22 0.17 -0.02
C 0.047 2.388 -5.189 -0.32 1.18 0.24 -0.24
C -1.304 0.817 -1.243 -0.97 0.79 0.54 0.00
C 6.400 1.472 -3.483 0.06 0.13 -0.14 -0.04
C 6.520 -4.900 4.009 0.07 -0.02 0.03 -0.62
C 1.412 -2.971 2.206 -0.09 -0.22 0.13 -0.60
C -2.834 -0.642 2.286 0.37 -0.03 0.10 -0.05
C 6.655 -0.332 -2.031 0.00 -0.09 0.12 -0.62
C -0.818 3.610 -5.566 0.72 -0.43 0.13 -0.09
C -10.417 4.165 0.821 -0.08 -0.02 0.01 -0.62
C 1.501 2.839 -4.945 -0.28 -1.09 -0.50 -0.19
C 4.702 -3.983 2.891 0.20 -0.01 -0.05 -0.05
H -7.126 1.288 1.120 0.09 0.00 -0.07 0.09
H -2.165 0.355 -1.682 -0.49 -0.52 0.52 0.09
H 5.620 2.159 -3.802 -0.09 -0.07 0.10 0.08
H -1.417 1.650 -0.567 -0.63 0.73 -0.45 0.08
H 1.373 -0.449 1.557 -0.14 -0.07 -0.04 0.10
H 8.062 -5.504 6.052 -0.10 -0.06 -0.03 0.10
H -2.604 0.403 2.493 -0.04 0.02 -0.11 0.10
H 7.210 2.040 -3.032 0.07 -0.09 -0.03 0.10
H 2.425 0.937 -1.397 0.06 0.28 0.19 0.05
H -0.380 1.952 -4.288 -0.01 -0.34 0.13 0.08
H 3.030 2.945 -3.501 0.21 0.10 0.14 0.11
H 1.591 -5.615 4.020 0.16 0.09 -0.07 0.10
H 0.335 -5.287 2.813 -0.04 0.11 -0.02 0.10
H 8.198 -6.767 4.795 -0.11 0.02 0.05 0.10
H -0.025 1.653 -5.977 0.09 -0.36 -0.09 0.11
H 0.465 -4.273 4.281 -0.05 0.06 -0.09 0.10
H 0.103 -0.622 -1.723 0.38 -0.01 -1.06 0.08
H 4.198 -3.684 3.804 0.03 -0.11 0.08 0.10
H -13.025 4.433 0.627 0.07 0.07 0.06 0.10
H 4.513 -3.241 2.125 0.15 0.06 -0.03 0.07
H 1.131 2.186 0.001 -0.04 0.07 -0.15 0.05
H 2.374 1.362 -3.613 -0.34 -0.39 -0.08 0.10
H 0.304 3.059 -2.727 0.06 0.22 0.04 0.09
H 6.102 -2.641 0.149 -0.11 0.11 -0.05 0.08
H 7.137 -2.808 -1.279 0.08 0.09 -0.03 0.10
H -7.960 4.897 1.392 -0.11 0.10 -0.01 0.10
H 4.335 -4.947 2.548 0.00 -0.06 0.14 0.10
H 1.624 3.900 -5.103 -0.13 0.42 0.20 0.11
H -12.592 3.877 2.269 0.04 0.11 -0.03 0.10
H -2.498 -0.916 1.286 0.00 0.07 -0.01 0.09
H 7.584 -1.680 0.032 0.05 0.02 -0.10 0.10
H -2.317 -1.264 3.010 -0.18 -0.10 0.03 0.09
H -7.022 -0.034 -0.081 0.11 0.08 0.00 0.10
H -0.488 4.458 -4.979 -0.16 0.29 0.26 0.07
H -8.391 5.453 -0.251 -0.07 0.05 0.10 0.10
H -1.872 3.446 -5.392 -0.26 -0.02 -0.25 0.07
H -13.290 2.746 1.098 0.14 -0.08 -0.07 0.09
H -0.601 3.867 -6.596 -0.33 0.12 -0.27 0.08
H 6.761 0.918 -4.347 0.10 -0.02 0.06 0.10
H 9.498 -5.584 5.016 -0.03 0.12 -0.13 0.09
H 2.773 -0.632 0.480 0.14 -0.18 0.10 0.09
H -8.184 -0.121 1.246 0.10 -0.13 0.17 0.10
H 1.255 -1.466 0.087 -0.12 -0.04 0.09 0.08
H -7.312 4.068 -0.029 -0.13 -0.17 -0.04 0.09
H 2.114 2.374 -5.710 0.32 -0.02 -0.11 0.12
```
Forces are in eV/Å.

HOMO energy, eV: -12.3
Multiplicity: 1
Kohn-Sham gap, eV: 8.5477
Total charge: +1
Largest force on an atom, Eh/bohr: 0.02953
Total energy, eV: -63990.2879